# 1
Here is 11 unconnected molecules or ions with the total composition C35H47Cl8N7O2 from the Open Molecules 2025 dataset. Energies are from wB97M-V/def2-TZVPD.

Properties
- SMILES: CN(C)C=O.CN(C)C=O.c1ccncc1.c1ccncc1.c1ccncc1.c1ccncc1.c1ccncc1.ClCCl.ClCCl.ClCCl.ClCCl
- Kohn-Sham gap: 0.3487 hartree
- Energy above the lowest of the compared OMol25 structures with the same formula, charge and spin: 1.363 eV
- Total charge: 0

Structure (XYZ):
```
99
Properties=species:S:1:pos:R:3:forces:R:3:lowdin_charge:R:1
C 5.2652 -1.8365 -0.6344 -0.9 -1.9 1.3 -0.332
O 5.2907 -0.6807 -0.2980 0.7 0.7 -0.2 -0.001
N 4.6601 -2.8273 0.1115 0.5 -1.8 -2.2 -0.184
C 4.5094 -4.2288 -0.4740 3.3 1.8 0.8 -0.004
C 4.1854 -2.6455 1.4082 -1.3 2.3 1.8 -0.106
H 5.6860 -2.2981 -1.5337 0.2 0.5 -0.4 0.131
H 5.3273 -4.2194 -1.2621 -0.8 -0.8 1.0 0.093
H 3.6215 -4.3082 -1.0049 -2.0 -0.3 -0.6 0.041
H 4.6284 -5.0199 0.3349 0.0 1.1 -1.2 0.111
H 4.5707 -3.3648 2.1066 0.2 -0.5 0.3 0.086
H 4.4668 -1.6346 1.7757 0.3 -0.6 -0.2 0.077
H 3.0832 -2.5937 1.4973 0.2 -0.5 -0.2 0.087
C -1.2629 3.7993 -4.0196 -1.2 1.0 0.0 -0.343
O -1.6757 3.9196 -5.1604 0.1 -0.1 0.6 0.005
N -1.8424 4.3255 -2.8785 1.7 -0.8 -1.2 -0.210
C -2.9577 5.2204 -2.9682 -2.4 -1.2 0.0 -0.064
C -1.0585 4.1164 -1.6695 -1.4 -0.1 1.4 -0.069
H -0.3594 3.2677 -3.7518 0.5 -0.5 -0.2 0.115
H -3.9003 4.6392 -2.6072 1.2 1.0 -0.9 0.111
H -3.0963 5.5861 -4.0139 0.1 -0.6 0.8 0.100
H -2.9248 6.0748 -2.3154 0.6 0.4 0.4 0.070
H -0.5743 5.0860 -1.3953 -0.1 -1.0 0.2 0.101
H -1.7282 3.7057 -0.8306 0.7 1.0 -0.9 0.091
H -0.3731 3.2636 -1.7982 0.1 0.7 -0.2 0.053
C -1.4959 2.1322 2.1928 -0.5 0.5 1.2 -0.973
Cl -1.2081 1.0619 3.5996 -0.2 0.3 -0.2 0.527
Cl -3.0224 1.7600 1.3798 0.1 0.0 -0.3 0.585
H -1.5537 3.1888 2.5263 0.2 -0.9 -0.2 0.047
H -0.6748 1.9433 1.5466 0.5 0.2 -0.7 -0.041
C -1.2921 0.2387 -5.6969 -0.5 1.8 1.2 -1.089
Cl -1.5056 -1.3196 -5.0000 0.0 -1.2 0.3 0.542
Cl 0.3394 0.5955 -6.2332 0.6 0.0 0.1 0.523
H -1.8773 0.3514 -6.5823 -0.7 0.0 -0.3 0.015
H -1.6083 0.9593 -4.8833 0.5 -0.6 -1.3 0.016
C -4.9141 -0.2732 3.5042 -0.9 0.8 1.5 -1.074
Cl -5.9675 -1.0060 2.3464 -0.3 -0.5 -1.3 0.526
Cl -4.0832 -1.5140 4.4636 0.3 0.2 -0.1 0.498
H -4.2201 0.4532 3.0529 -0.3 -0.7 0.3 -0.061
H -5.6697 0.1953 4.1759 1.2 0.1 -0.2 0.032
C 3.1014 0.7251 3.7025 0.8 -1.7 1.8 -0.976
Cl 4.8650 0.9444 3.5014 -0.5 -0.4 0.0 0.523
Cl 2.5852 1.3233 5.3224 0.0 -0.1 -0.8 0.479
H 2.6471 1.2206 2.9270 -1.1 1.8 -1.5 -0.044
H 2.7551 -0.3239 3.6078 0.7 0.4 0.3 0.006
N 1.8643 3.2860 1.1570 1.0 1.1 0.3 0.086
C 2.9357 3.1267 0.4000 1.1 -0.7 0.9 -0.144
C 4.2597 3.3691 0.8264 -1.1 0.5 -1.2 -0.070
C 4.4470 4.1113 1.9445 1.8 0.3 0.4 -0.102
C 3.3369 4.4265 2.7036 2.5 0.3 2.4 -0.102
C 2.1670 3.9377 2.3225 -4.0 -0.5 -1.1 -0.186
H 2.8809 2.7110 -0.5710 -0.8 -0.6 -0.9 0.087
H 5.0305 3.0628 0.1510 0.5 0.0 -0.1 0.105
H 5.4668 4.4372 2.2334 -0.8 -0.3 0.0 0.125
H 3.5011 4.7972 3.7419 -0.5 0.2 -1.1 0.131
H 1.2698 4.1868 2.8731 0.0 -0.3 0.5 0.103
N -1.2158 -2.6027 -0.7247 -0.4 -0.3 0.7 0.067
C -2.3807 -3.2215 -0.6030 0.9 -2.4 -1.5 -0.130
C -2.6241 -4.5421 -1.1392 -0.8 2.0 0.9 -0.053
C -1.6523 -5.1523 -1.8612 0.4 -0.3 -0.2 -0.082
C -0.4254 -4.4947 -1.9260 0.6 -1.0 -0.4 -0.084
C -0.2302 -3.3004 -1.3071 1.0 2.0 0.0 -0.156
H -3.1845 -2.7349 -0.1348 -0.8 0.8 0.7 0.070
H -3.6137 -4.9716 -1.0424 0.0 0.0 0.1 0.102
H -1.8590 -6.1097 -2.3439 0.3 0.3 0.1 0.115
H 0.4206 -4.9221 -2.4341 0.1 -0.3 -0.2 0.098
H 0.7661 -2.7532 -1.3345 -1.3 -0.9 -0.1 0.121
N -5.6941 1.1223 -2.9905 1.8 1.1 -1.2 0.068
C -5.7763 0.1254 -2.1625 -2.4 -2.3 1.0 -0.212
C -4.7430 -0.5444 -1.5699 2.2 -0.2 1.8 -0.080
C -3.4594 0.0117 -1.6800 -0.2 -1.4 0.7 -0.110
C -3.2935 1.0470 -2.5542 -0.8 0.8 -0.7 -0.094
C -4.4185 1.5226 -3.2462 -0.7 0.5 0.7 -0.113
H -6.7840 -0.2798 -1.9083 0.5 0.6 -0.4 0.116
H -4.8301 -1.3516 -0.8033 -0.6 0.7 -1.0 0.090
H -2.6356 -0.3981 -1.0612 -0.5 0.4 -0.7 0.080
H -2.3558 1.5562 -2.6442 0.5 0.1 -0.2 0.067
H -4.3508 2.3858 -3.9045 0.2 -0.2 -0.1 0.101
N 1.0068 -2.0834 3.5773 0.5 -0.1 -0.4 0.069
C 1.1778 -2.7680 4.7150 1.7 1.4 -1.3 -0.165
C 0.2559 -3.6192 5.1668 -1.2 -1.1 2.5 -0.116
C -0.9193 -3.8039 4.5052 -2.0 -1.4 -1.5 -0.068
C -1.0686 -3.2412 3.2199 0.4 -0.3 1.6 -0.065
C -0.0740 -2.3721 2.8393 0.3 0.1 0.9 -0.171
H 2.1140 -2.6852 5.2871 -0.3 0.5 -0.5 0.119
H 0.3994 -4.0229 6.1702 -0.1 -0.3 -0.3 0.114
H -1.6978 -4.5041 4.9111 0.8 0.9 -0.4 0.126
H -1.9014 -3.3711 2.5567 -0.4 -0.3 0.1 0.089
H -0.2424 -1.8496 1.9354 0.3 0.6 -1.0 0.066
N 0.3317 0.7396 -2.0386 1.6 -0.3 0.3 0.089
C 0.1940 0.5619 -0.7356 -1.5 0.4 1.5 -0.176
C 1.1670 0.0561 0.1531 0.3 0.3 0.5 -0.081
C 2.4397 -0.2163 -0.2948 0.2 0.3 -1.1 -0.068
C 2.6242 0.0020 -1.6762 0.6 -0.2 1.3 -0.080
C 1.5983 0.4457 -2.4595 -0.7 0.0 -0.7 -0.145
H -0.7862 0.9156 -0.2655 1.2 -0.7 -0.9 0.088
H 1.0084 0.0050 1.2280 -0.5 0.0 -0.2 0.083
H 3.3424 -0.4905 0.2865 -1.2 0.3 -0.1 0.080
H 3.6303 -0.0950 -2.0531 0.0 -0.1 -0.4 0.095
H 1.8383 0.5495 -3.5073 -0.5 0.3 -0.3 0.080
```
Forces are in eV/Å.

# 2
Here is a molecular structure, C35H47ClIrO3PSSi from the Open Molecules 2025 dataset. Energies are from wB97M-V/def2-TZVPD.

Properties
- Multiplicity: 5
- Kohn-Sham gap (alpha / beta): 0.2126 / 0.2377 hartree
- Total charge: 0

Structure (XYZ):
```
90
Properties=species:S:1:pos:R:3:forces:R:3:lowdin_charge:R:1
C -1.0357 -1.3843 1.4182 0.4 -1.3 1.1 -0.248
C -0.9459 -1.8654 0.0807 -0.1 -1.3 0.0 -0.246
C 0.4498 -2.1165 -0.2106 -0.5 -1.5 0.4 -0.249
H -1.7900 -2.0176 -0.5806 0.3 0.0 0.2 0.086
C 1.2046 -1.8206 0.9647 0.1 -0.6 0.5 -0.189
C 0.2980 -1.3586 1.9660 -0.6 -1.2 0.6 -0.234
H 0.5547 -0.9898 2.9526 0.0 -0.1 -0.3 0.069
H -1.9322 -1.0468 1.9258 0.2 -0.1 -0.1 0.093
H 0.8579 -2.4814 -1.1480 -0.2 0.1 0.3 0.102
H 2.2870 -1.8709 1.0677 -0.4 0.0 -0.1 0.116
Ir 0.1099 0.0393 0.1757 0.0 4.5 -0.9 0.802
Cl 1.9541 1.4850 -0.1445 2.2 0.8 -0.4 0.024
P 0.0040 0.3616 -2.1266 -0.5 -0.4 -2.3 0.895
C 1.2043 -0.7124 -3.0133 0.2 -0.2 -0.5 -0.368
C 0.8781 -1.4052 -4.1913 0.4 -0.1 0.1 -0.095
H -0.1324 -1.3778 -4.5954 0.3 0.1 0.1 0.102
C 1.8540 -2.1460 -4.8703 0.0 0.1 0.2 -0.078
H 1.5774 -2.6817 -5.7798 0.1 0.1 0.2 0.104
C 3.1660 -2.1934 -4.3952 -0.1 0.1 0.1 -0.084
H 3.9273 -2.7624 -4.9324 -0.2 0.2 0.2 0.103
C 3.4993 -1.5021 -3.2261 -0.3 -0.1 -0.1 -0.071
H 4.5209 -1.5218 -2.8430 -0.3 0.0 -0.1 0.107
C 2.5246 -0.7770 -2.5405 0.1 -0.1 -0.1 -0.121
H 2.7983 -0.2427 -1.6308 -0.1 -0.1 -0.3 0.022
C -1.5949 -0.1078 -2.8976 -0.1 -0.1 -0.4 -0.332
C -1.9962 -1.4564 -2.9269 -0.3 0.1 0.1 -0.139
H -1.3205 -2.2453 -2.5843 -0.2 0.3 -0.1 0.101
C -3.2652 -1.8137 -3.3894 0.2 0.2 -0.1 -0.077
H -3.5823 -2.8556 -3.3322 0.1 0.3 -0.1 0.107
C -4.1146 -0.8402 -3.9251 0.2 0.1 0.1 -0.087
H -5.1000 -1.1208 -4.3004 0.3 0.1 0.1 0.103
C -3.6910 0.4901 -3.9785 0.1 -0.1 0.2 -0.077
H -4.3298 1.2504 -4.4303 0.2 -0.2 0.2 0.105
C -2.4516 0.8618 -3.4455 -0.1 -0.3 0.0 -0.067
H -2.1440 1.9079 -3.4701 -0.1 -0.3 0.0 0.103
C 0.3182 1.9794 -2.8950 0.2 0.5 -0.1 -0.394
C 0.8382 2.0791 -4.1929 -0.1 0.4 0.1 -0.066
H 1.1032 1.1834 -4.7534 -0.1 0.2 0.1 0.103
C 1.0399 3.3384 -4.7698 -0.1 -0.1 0.2 -0.076
H 1.4388 3.4036 -5.7827 -0.1 0.0 0.3 0.104
C 0.7414 4.4968 -4.0493 -0.1 -0.2 0.1 -0.083
H 0.9082 5.4784 -4.4961 0.0 -0.3 0.1 0.103
C 0.2341 4.3955 -2.7495 0.0 -0.1 -0.1 -0.073
H 0.0085 5.2943 -2.1748 0.1 -0.2 -0.2 0.107
C 0.0183 3.1436 -2.1738 0.1 0.0 -0.3 -0.133
H -0.3546 3.0672 -1.1519 0.1 0.0 -0.2 0.059
C -1.3072 -1.6775 4.9929 0.2 -0.3 0.1 -0.027
C -2.3236 -0.5522 4.9228 0.1 0.4 -0.5 -0.611
C -3.6788 -1.0813 4.4747 -0.3 -0.1 0.1 -0.030
C -2.4280 0.0833 6.2969 -0.1 0.1 0.4 -0.038
O -1.9419 0.4431 3.9119 -0.1 -0.5 0.4 -0.154
Si -0.7381 1.5127 3.6114 0.1 0.2 0.9 -0.090
S -0.5399 1.7900 1.5070 -0.9 0.7 1.2 0.382
O -1.0803 2.9955 4.1767 -0.2 0.7 0.5 -0.151
C -1.3373 3.9628 5.2467 0.1 -0.5 -0.4 -0.612
C -2.7825 4.4321 5.1497 -0.3 0.0 0.0 -0.031
C -1.0902 3.3565 6.6175 0.0 -0.2 0.4 -0.026
C -0.4110 5.1526 5.0504 0.2 0.2 -0.1 -0.032
O 0.6026 0.8860 4.3155 0.7 0.0 0.1 -0.163
C 2.0511 0.9941 4.5575 -0.8 0.0 -0.1 -0.610
C 2.8099 1.3397 3.2936 0.1 0.0 -0.2 -0.051
C 2.3166 2.0619 5.6044 0.1 0.1 0.2 -0.033
C 2.4688 -0.3714 5.0773 0.1 -0.1 0.2 -0.033
H -1.6531 -2.4335 5.7146 0.1 0.2 -0.2 0.098
H -0.3390 -1.3031 5.3430 -0.1 0.0 -0.2 0.073
H -1.1812 -2.1653 4.0221 0.0 0.1 0.2 0.075
H -4.0303 -1.8366 5.1937 0.1 0.2 -0.2 0.092
H -4.4211 -0.2740 4.4340 0.2 -0.1 0.0 0.092
H -3.6247 -1.5469 3.4824 0.1 0.1 0.2 0.081
H -1.4403 0.4155 6.6413 -0.2 0.1 -0.1 0.084
H -3.1387 0.9193 6.2967 0.2 -0.1 0.0 0.086
H -2.7904 -0.6563 7.0318 0.1 0.2 -0.3 0.097
H -3.4848 3.6067 5.3191 0.2 0.1 -0.1 0.086
H -2.9703 5.1933 5.9209 0.1 -0.2 -0.2 0.091
H -2.9914 4.8789 4.1720 0.1 -0.1 0.1 0.092
H -0.0724 2.9569 6.6954 -0.3 0.0 -0.1 0.069
H -1.2009 4.1266 7.3964 0.0 -0.1 -0.3 0.097
H -1.8205 2.5720 6.8420 0.3 0.1 -0.1 0.060
H 0.6427 4.8685 5.1640 -0.2 0.0 -0.1 0.075
H -0.5495 5.6074 4.0641 0.0 -0.1 0.1 0.093
H -0.6369 5.9112 5.8131 0.1 -0.2 -0.2 0.091
H 2.5271 2.3269 2.9198 0.0 -0.1 -0.1 0.083
H 3.8870 1.3600 3.5190 -0.3 0.0 -0.1 0.098
H 2.6440 0.6061 2.4999 -0.1 0.1 0.1 0.046
H 1.7852 1.8455 6.5378 0.0 0.1 -0.2 0.082
H 3.3935 2.0816 5.8311 -0.3 0.0 -0.1 0.096
H 2.0380 3.0559 5.2350 0.0 -0.2 0.1 0.078
H 1.9343 -0.6097 6.0048 0.1 0.0 -0.2 0.088
H 2.2679 -1.1595 4.3438 0.0 0.1 0.1 0.081
H 3.5450 -0.3668 5.2921 -0.2 0.0 0.0 0.093
```
Forces are in eV/Å.

Number 1: E_tot -5577.07164 a.u.. Number 2: E_tot -3181.21576 a.u..